Entry 1:
{
  "formula": "C31H39F4N3PtSi",
  "method": "ωB97M-V with the def2-TZVPD basis set",
  "elements": ["Pt", "C", "C", "N", "C", "C", "C", "C", "N", "C", "C", "F", "C", "F", "C", "C", "F", "C", "F", "H", "H", "H", "H", "H", "H", "H", "H", "H", "H", "H", "H", "H", "H", "H", "C", "Si", "C", "N", "C", "C", "C", "C", "C", "C", "C", "C", "C", "C", "C", "C", "C", "C", "C", "C", "C", "H", "H", "H", "H", "H", "H", "H", "H", "H", "H", "H", "H", "H", "H", "H", "H", "H", "H", "H", "H", "H", "H", "H", "H"],
  "coordinates": [[0.146, 0.021, -1.172], [3.282, -1.590, -2.299], [3.129, -0.182, -2.844], [1.762, 0.182, -3.231], [1.759, 1.527, -3.807], [0.378, 2.158, -3.856], [1.134, -0.803, -4.128], [0.262, -1.848, -3.434], [-0.677, -1.161, -2.577], [-1.865, -1.767, -2.275], [-2.962, -0.964, -1.891], [-2.819, 0.373, -1.878], [-4.185, -1.492, -1.555], [-5.171, -0.653, -1.186], [-4.432, -2.853, -1.603], [-3.383, -3.655, -1.999], [-3.548, -4.986, -2.048], [-2.139, -3.140, -2.318], [-1.155, -4.017, -2.608], [4.278, -1.702, -1.870], [3.167, -2.353, -3.068], [2.549, -1.772, -1.511], [3.808, -0.029, -3.699], [3.441, 0.516, -2.067], [2.214, 1.519, -4.810], [2.411, 2.144, -3.183], [-0.262, 1.721, -4.621], [0.462, 3.227, -4.061], [-0.137, 2.031, -2.896], [1.904, -1.312, -4.726], [0.499, -0.263, -4.829], [0.873, -2.592, -2.915], [-0.279, -2.381, -4.225], [-5.395, -3.266, -1.343], [-0.193, -1.368, 0.306], [-0.060, -0.525, 1.947], [1.140, 0.898, 1.552], [0.777, 1.508, 0.240], [-0.416, 2.429, 0.398], [-0.063, 3.915, 0.387], [1.194, 4.197, 1.199], [2.384, 3.415, 0.614], [1.915, 2.285, -0.303], [0.744, -1.553, 3.303], [2.047, -2.027, 3.124], [2.655, -2.846, 4.063], [1.963, -3.215, 5.209], [0.666, -2.764, 5.404], [0.066, -1.943, 4.459], [-1.705, 0.146, 2.545], [-1.789, 0.919, 3.706], [-2.995, 1.464, 4.121], [-4.146, 1.245, 3.374], [-4.085, 0.481, 2.218], [-2.874, -0.063, 1.811], [-1.152, -1.870, 0.164], [0.586, -2.130, 0.183], [2.133, 0.449, 1.443], [1.215, 1.664, 2.330], [-0.898, 2.171, 1.338], [-1.129, 2.201, -0.397], [-0.919, 4.463, 0.784], [0.075, 4.265, -0.640], [1.022, 3.908, 2.239], [1.406, 5.267, 1.209], [3.009, 3.012, 1.412], [3.026, 4.072, 0.025], [2.726, 1.583, -0.497], [1.593, 2.683, -1.268], [2.601, -1.762, 2.229], [3.665, -3.200, 3.901], [2.432, -3.857, 5.943], [0.120, -3.054, 6.292], [-0.950, -1.602, 4.626], [-0.897, 1.100, 4.300], [-3.040, 2.058, 5.025], [-5.088, 1.672, 3.693], [-4.975, 0.314, 1.624], [-2.838, -0.644, 0.896]],
  "homo_lumo_gap_ev": 7.47,
  "e_above_lowest_ev": 0.0000
}



Entry 2:
{
  "formula": "C31H39N3O6PPt",
  "method": "ωB97M-V with the def2-TZVPD basis set",
  "elements": ["Pt", "C", "C", "C", "C", "C", "C", "C", "C", "N", "C", "O", "C", "C", "C", "C", "C", "N", "C", "O", "N", "C", "C", "C", "C", "C", "C", "C", "C", "H", "H", "H", "H", "H", "H", "H", "H", "H", "H", "H", "H", "H", "H", "H", "H", "H", "H", "H", "H", "H", "C", "C", "C", "C", "O", "P", "O", "O", "O", "C", "C", "C", "C", "H", "H", "H", "H", "H", "H", "H", "H", "H", "H", "H", "H", "H", "H", "H", "H", "H", "H"],
  "coordinates": [[-1.436, 0.477, 0.436], [-3.491, -0.094, -2.386], [-2.459, 0.774, -3.050], [-2.162, 0.630, -4.399], [-1.230, 1.454, -5.008], [-0.584, 2.429, -4.267], [-0.852, 2.600, -2.915], [-0.108, 3.609, -2.095], [-1.807, 1.769, -2.316], [-2.069, 1.866, -0.935], [-2.715, 2.913, -0.413], [-3.202, 3.878, -0.989], [-2.839, 2.799, 1.090], [-3.241, 3.804, 1.951], [-3.142, 3.586, 3.319], [-2.624, 2.397, 3.815], [-2.256, 1.414, 2.916], [-2.427, 1.643, 1.613], [-1.658, 0.064, 3.255], [-1.432, -0.186, 4.432], [-1.488, -0.718, 2.172], [-1.495, -2.118, 2.298], [-0.670, -2.891, 1.448], [0.156, -2.246, 0.377], [-0.652, -4.272, 1.578], [-1.462, -4.921, 2.495], [-2.350, -4.173, 3.244], [-2.408, -2.785, 3.145], [-3.513, -2.077, 3.876], [-3.863, -0.849, -3.078], [-4.336, 0.508, -2.041], [-3.086, -0.601, -1.505], [-2.667, -0.139, -4.972], [-0.995, 1.326, -6.058], [0.166, 3.056, -4.735], [0.722, 4.029, -2.663], [0.298, 3.123, -1.206], [-0.775, 4.415, -1.787], [-3.589, 4.738, 1.533], [-3.439, 4.366, 4.007], [-2.481, 2.217, 4.871], [0.945, -1.612, 0.781], [-0.461, -1.614, -0.276], [0.612, -3.004, -0.263], [0.003, -4.843, 0.930], [-1.434, -6.000, 2.589], [-3.045, -4.672, 3.910], [-4.313, -2.782, 4.102], [-3.931, -1.272, 3.265], [-3.163, -1.625, 4.804], [2.911, -0.664, -3.889], [2.879, -1.500, -2.614], [2.408, -2.917, -2.914], [4.246, -1.526, -1.941], [1.871, -0.980, -1.733], [1.991, 0.383, -0.890], [2.909, 1.386, -1.484], [0.579, 0.804, -0.606], [2.629, -0.256, 0.466], [3.104, 0.555, 1.554], [4.519, 1.017, 1.225], [2.195, 1.754, 1.813], [3.093, -0.372, 2.763], [3.632, -1.081, -4.597], [3.188, 0.360, -3.643], [1.923, -0.662, -4.352], [3.071, -3.397, -3.637], [1.398, -2.889, -3.324], [2.398, -3.510, -1.998], [4.973, -2.013, -2.597], [4.191, -2.080, -1.004], [4.577, -0.509, -1.734], [4.492, 1.628, 0.323], [5.157, 0.149, 1.051], [4.937, 1.596, 2.052], [2.179, 2.414, 0.946], [2.562, 2.310, 2.678], [1.176, 1.418, 2.013], [3.700, -1.255, 2.559], [2.072, -0.690, 2.982], [3.494, 0.137, 3.641]],
  "charge": -1,
  "homo_lumo_gap_ev": 7.33,
  "e_above_lowest_ev": 1.2758
}



Entry 3:
{
  "formula": "C31H39N5",
  "method": "ωB97M-V with the def2-TZVPD basis set",
  "elements": ["C", "N", "C", "C", "C", "C", "C", "N", "C", "C", "C", "C", "C", "C", "C", "C", "C", "C", "C", "C", "C", "H", "H", "H", "H", "H", "H", "H", "H", "H", "H", "H", "H", "H", "H", "H", "H", "H", "C", "C", "C", "C", "N", "C", "C", "N", "C", "C", "C", "C", "C", "N", "C", "H", "H", "H", "H", "H", "H", "H", "H", "H", "H", "H", "H", "H", "H", "H", "H", "H", "H", "H", "H", "H", "H"],
  "coordinates": [[4.189, -2.068, -1.657], [2.816, -2.441, -1.445], [1.743, -1.615, -1.596], [0.549, -2.311, -1.313], [-0.770, -1.789, -1.600], [-1.805, -2.816, -1.768], [-1.733, -4.108, -2.389], [-2.933, -4.761, -2.260], [-3.230, -6.127, -2.657], [-3.829, -3.938, -1.578], [-3.162, -2.732, -1.240], [-3.779, -1.838, -0.368], [-5.082, -2.122, 0.070], [-5.732, -3.317, -0.289], [-5.093, -4.259, -1.113], [0.976, -3.654, -0.844], [2.395, -3.689, -1.006], [3.171, -4.811, -0.762], [2.515, -5.985, -0.363], [1.120, -5.994, -0.192], [0.350, -4.826, -0.393], [4.822, -2.888, -1.333], [4.387, -1.856, -2.708], [4.430, -1.183, -1.068], [1.870, -0.631, -2.037], [-0.732, -0.999, -2.398], [-0.885, -4.581, -2.892], [-4.262, -6.368, -2.382], [-3.113, -6.255, -3.739], [-2.560, -6.849, -2.171], [-3.208, -0.963, -0.047], [-5.585, -1.395, 0.708], [-6.741, -3.507, 0.078], [-5.567, -5.197, -1.389], [4.249, -4.768, -0.849], [3.085, -6.891, -0.159], [0.623, -6.918, 0.127], [-0.731, -4.862, -0.209], [3.312, 6.916, 5.669], [3.076, 6.850, 4.159], [1.739, 6.228, 3.797], [1.433, 6.172, 2.290], [1.540, 4.824, 1.683], [2.737, 4.205, 1.316], [2.437, 2.969, 0.896], [1.056, 2.799, 1.010], [0.299, 1.561, 0.666], [-0.228, 1.506, -0.755], [-1.158, 2.699, -1.012], [-2.160, 2.228, -2.052], [-2.163, 0.698, -1.985], [-0.942, 0.242, -1.132], [0.542, 3.952, 1.477], [4.254, 7.430, 5.884], [2.509, 7.462, 6.176], [3.371, 5.912, 6.104], [3.129, 7.864, 3.742], [3.888, 6.280, 3.690], [1.664, 5.226, 4.236], [0.946, 6.834, 4.252], [0.403, 6.508, 2.127], [2.117, 6.831, 1.740], [3.690, 4.720, 1.387], [3.075, 2.169, 0.541], [0.960, 0.708, 0.843], [-0.545, 1.521, 1.366], [0.625, 1.623, -1.433], [-1.686, 2.990, -0.088], [-0.592, 3.577, -1.360], [-3.156, 2.642, -1.852], [-1.820, 2.556, -3.040], [-3.092, 0.332, -1.516], [-2.152, 0.281, -3.008], [-1.357, -0.160, -0.275], [-0.503, 4.157, 1.690]],
  "charge": 2,
  "homo_lumo_gap_ev": 5.88
}



Entry 4:
{
  "formula": "C31H40AsGaIN3O4P",
  "method": "ωB97M-V with the def2-TZVPD basis set",
  "elements": ["Ga", "C", "C", "O", "P", "O", "C", "C", "O", "C", "C", "H", "H", "H", "H", "H", "H", "H", "H", "H", "H", "H", "H", "H", "H", "H", "C", "N", "C", "N", "O", "H", "H", "H", "H", "H", "H", "I", "C", "C", "C", "C", "N", "C", "H", "H", "H", "H", "C", "C", "C", "C", "C", "C", "As", "C", "C", "C", "C", "C", "C", "C", "C", "C", "C", "C", "C", "H", "H", "H", "H", "H", "H", "H", "H", "H", "H", "H", "H", "H", "H", "H"],
  "coordinates": [[12.142, 11.381, 9.787], [17.217, 9.658, 11.100], [15.800, 10.143, 11.377], [15.333, 10.822, 10.175], [14.364, 12.041, 10.066], [14.610, 13.032, 11.208], [15.672, 14.087, 11.240], [16.959, 13.473, 11.730], [14.753, 12.669, 8.689], [15.611, 12.091, 7.596], [16.138, 13.247, 6.796], [17.609, 9.242, 12.029], [17.835, 10.476, 10.755], [17.243, 8.880, 10.316], [15.733, 10.819, 12.235], [15.127, 9.288, 11.513], [15.268, 14.826, 11.945], [15.759, 14.508, 10.246], [16.804, 12.892, 12.648], [17.723, 14.230, 11.891], [17.340, 12.829, 10.957], [14.967, 11.469, 7.003], [16.407, 11.469, 8.025], [15.383, 13.795, 6.244], [16.858, 12.851, 6.054], [16.670, 13.922, 7.460], [13.445, 15.725, 8.928], [12.000, 15.577, 9.191], [11.399, 14.445, 9.482], [10.087, 14.492, 9.782], [12.069, 13.340, 9.480], [13.620, 16.704, 8.506], [13.750, 14.957, 8.232], [13.967, 15.670, 9.887], [11.440, 16.429, 9.306], [9.653, 15.402, 9.830], [9.670, 13.737, 10.315], [15.768, 7.117, 7.804], [14.007, 7.651, 8.794], [13.345, 6.797, 9.662], [12.285, 7.279, 10.387], [11.924, 8.618, 10.235], [12.560, 9.431, 9.382], [13.600, 8.948, 8.679], [13.685, 5.778, 9.764], [11.755, 6.663, 11.114], [11.124, 9.034, 10.831], [14.103, 9.645, 8.009], [7.126, 7.267, 9.827], [7.762, 7.686, 8.665], [8.615, 8.773, 8.640], [8.873, 9.423, 9.851], [8.293, 8.992, 11.033], [7.432, 7.923, 11.033], [9.744, 11.109, 9.827], [9.081, 12.021, 11.375], [7.824, 12.620, 11.315], [7.315, 13.238, 12.442], [7.987, 13.130, 13.670], [9.223, 12.504, 13.727], [9.747, 11.935, 12.572], [9.082, 11.873, 8.221], [9.897, 12.422, 7.242], [9.366, 12.958, 6.091], [7.987, 12.925, 5.898], [7.187, 12.340, 6.866], [7.729, 11.787, 7.989], [6.406, 6.449, 9.831], [7.574, 7.155, 7.730], [9.050, 9.136, 7.722], [8.471, 9.541, 11.953], [6.959, 7.594, 11.964], [7.288, 12.682, 10.392], [6.334, 13.714, 12.361], [7.581, 13.645, 14.545], [9.778, 12.464, 14.648], [10.729, 11.459, 12.624], [10.974, 12.467, 7.371], [9.982, 13.372, 5.315], [7.538, 13.360, 5.005], [6.106, 12.286, 6.703], [7.072, 11.342, 8.705]],
  "charge": 3,
  "homo_lumo_gap_ev": 7.45
}



Entry 5:
{
  "formula": "C31H40BrFI2NO2SbTi",
  "method": "ωB97M-V with the def2-TZVPD basis set",
  "elements": ["Ti", "C", "C", "C", "C", "C", "C", "C", "C", "C", "C", "C", "C", "N", "C", "C", "C", "C", "C", "C", "F", "H", "H", "H", "H", "H", "H", "H", "H", "H", "H", "H", "H", "H", "H", "H", "H", "H", "H", "H", "H", "H", "C", "C", "Sb", "C", "C", "C", "C", "H", "H", "H", "H", "H", "H", "H", "H", "H", "H", "H", "H", "H", "H", "H", "Br", "C", "C", "C", "C", "C", "C", "C", "O", "O", "H", "H", "H", "H", "I", "I"],
  "coordinates": [[-0.206, 0.296, -0.050], [3.257, -0.514, -3.314], [2.821, 0.903, -2.926], [1.345, 1.120, -3.244], [3.306, 1.349, -1.551], [4.364, 2.252, -1.545], [4.922, 2.711, -0.365], [4.423, 2.250, 0.834], [3.360, 1.345, 0.890], [2.905, 0.949, 2.290], [1.800, 1.864, 2.817], [2.573, -0.523, 2.512], [2.808, 0.916, -0.314], [1.707, -0.013, -0.308], [2.108, -1.364, -0.472], [3.350, -1.892, -0.127], [3.623, -3.239, -0.317], [2.675, -4.097, -0.863], [1.441, -3.588, -1.254], [1.217, -2.249, -1.051], [0.029, -1.673, -1.485], [3.257, -0.606, -4.400], [2.582, -1.278, -2.925], [4.261, -0.745, -2.958], [3.360, 1.575, -3.601], [0.684, 0.502, -2.614], [1.155, 0.821, -4.276], [1.046, 2.162, -3.131], [4.746, 2.614, -2.489], [5.730, 3.427, -0.382], [4.851, 2.599, 1.765], [3.785, 1.152, 2.912], [0.837, 1.686, 2.331], [2.052, 2.913, 2.661], [1.664, 1.699, 3.886], [1.716, -0.856, 1.917], [2.328, -0.675, 3.565], [3.418, -1.171, 2.280], [4.108, -1.231, 0.269], [4.594, -3.619, -0.038], [2.893, -5.144, -1.000], [0.681, -4.196, -1.719], [-3.834, 4.453, -0.737], [-4.578, 3.378, 0.046], [-3.431, 1.595, 0.334], [-3.352, 1.085, -1.760], [-4.696, 0.993, -2.471], [-5.019, 0.231, 0.843], [-6.454, 0.728, 0.720], [-4.479, 5.307, -0.945], [-3.469, 4.080, -1.695], [-2.964, 4.821, -0.192], [-5.499, 3.094, -0.457], [-4.861, 3.745, 1.033], [-2.829, 0.123, -1.846], [-2.709, 1.839, -2.224], [-5.345, 0.248, -2.012], [-4.573, 0.712, -3.518], [-5.227, 1.945, -2.455], [-4.821, -0.074, 1.874], [-4.851, -0.653, 0.223], [-6.632, 1.612, 1.332], [-7.165, -0.034, 1.042], [-6.709, 0.997, -0.303], [-0.416, -6.734, 3.859], [-0.648, -5.024, 3.110], [-1.418, -4.893, 1.960], [-1.576, -3.634, 1.405], [-0.970, -2.537, 2.006], [-0.211, -2.675, 3.159], [-0.047, -3.932, 3.720], [-1.102, -1.202, 1.360], [-1.715, -1.057, 0.263], [-0.496, -0.183, 1.825], [-1.877, -5.760, 1.510], [-2.158, -3.499, 0.504], [0.254, -1.808, 3.609], [0.543, -4.067, 4.614], [-0.128, 2.980, -0.484], [1.887, 5.370, -1.459]],
  "homo_lumo_gap_ev": [7.15, 5.91],
  "s2": 2.010,
  "e_above_lowest_ev": 0.6553,
  "spin_multiplicity": 3
}



Entry 6:
{
  "formula": "C31H41As3NO7Pt",
  "method": "ωB97M-V with the def2-TZVPD basis set",
  "elements": ["Pt", "C", "As", "C", "C", "C", "C", "C", "As", "C", "C", "C", "As", "C", "C", "H", "H", "H", "H", "H", "H", "H", "H", "H", "H", "H", "H", "H", "H", "H", "H", "H", "H", "H", "H", "H", "H", "H", "H", "H", "H", "H", "O", "C", "C", "O", "C", "C", "O", "C", "O", "O", "C", "C", "C", "C", "C", "C", "N", "C", "C", "C", "C", "C", "C", "C", "O", "O", "C", "C", "H", "H", "H", "H", "H", "H", "H", "H", "H", "H", "H", "H", "H", "H"],
  "coordinates": [[0.965, 0.953, -0.013], [-0.375, -0.373, 3.298], [0.862, -0.485, 1.806], [0.500, -2.279, 1.176], [2.671, -0.786, 2.476], [3.463, 0.392, 3.068], [2.624, 1.102, 4.137], [3.919, 1.401, 1.997], [2.563, 2.340, 0.964], [3.637, 3.344, -0.279], [1.910, 3.775, 2.103], [4.718, -0.160, 3.776], [6.258, -1.070, 2.889], [5.601, -1.872, 1.226], [7.159, 0.481, 2.079], [-0.062, -1.090, 4.059], [-1.365, -0.631, 2.927], [-0.404, 0.627, 3.722], [0.731, -2.998, 1.962], [1.137, -2.446, 0.308], [-0.541, -2.375, 0.873], [3.166, -1.141, 1.570], [2.631, -1.612, 3.192], [1.699, 1.507, 3.723], [3.182, 1.932, 4.576], [2.355, 0.412, 4.941], [4.481, 0.894, 1.215], [4.557, 2.156, 2.467], [4.336, 3.972, 0.275], [2.985, 3.950, -0.904], [4.179, 2.641, -0.905], [2.726, 4.195, 2.691], [1.120, 3.422, 2.762], [1.500, 4.545, 1.451], [4.391, -0.856, 4.554], [5.210, 0.664, 4.304], [4.958, -2.723, 1.453], [6.489, -2.256, 0.721], [5.094, -1.192, 0.540], [7.270, 1.269, 2.825], [6.625, 0.868, 1.213], [8.154, 0.167, 1.764], [4.113, 0.770, -5.503], [3.714, 0.875, -4.367], [4.321, 0.232, -3.140], [5.355, -0.406, -3.103], [3.444, 0.561, -1.988], [2.365, 1.358, -2.472], [1.371, 1.866, -1.788], [2.525, 1.674, -3.887], [1.850, 2.430, -4.564], [3.699, 0.205, -0.802], [-8.611, 0.397, -3.050], [-7.866, -0.043, -1.816], [-8.572, -0.310, -0.648], [-7.910, -0.699, 0.507], [-6.537, -0.862, 0.485], [-5.813, -0.610, -0.678], [-4.413, -0.776, -0.635], [-3.681, -1.556, -1.504], [-4.311, -2.537, -2.285], [-3.583, -3.332, -3.149], [-2.206, -3.183, -3.263], [-1.575, -2.225, -2.488], [-2.280, -1.410, -1.606], [-1.520, -0.411, -0.777], [-0.272, -0.311, -1.081], [-2.079, 0.211, 0.142], [-6.470, -0.163, -1.834], [-5.690, 0.216, -3.064], [-9.687, 0.317, -2.897], [-8.343, -0.210, -3.917], [-8.385, 1.435, -3.305], [-9.651, -0.205, -0.646], [-8.467, -0.895, 1.415], [-6.000, -1.201, 1.361], [-3.839, -0.185, -0.037], [-5.382, -2.668, -2.195], [-4.099, -4.081, -3.739], [-1.636, -3.799, -3.945], [-0.506, -2.074, -2.559], [-4.673, 0.502, -2.804], [-6.160, 1.053, -3.579], [-5.617, -0.613, -3.773]],
  "charge": -1,
  "homo_lumo_gap_ev": [6.32, 6.15],
  "e_above_lowest_ev": 0.3221
}